ORCA calculation (the ωB97M-V functional and the def2-TZVPD basis) on a molecular structure, C16H32FeNO2P2Si at a distorted geometry.

As for the expectation value of S²: 6.072. The total charge is +1. The multiplicity is 5. The calculation puts the molecular weight at 416.32 g/mol. For the energy, the calculation gives -83529.1524 eV. For the relative energy (zero: lowest compared OMol25 entry of this formula, charge and spin), the calculation gives 0.0 kJ/mol. The calculation puts the HOMO energy (spin up / spin down) at -9.656 / -11.011 eV. For the LUMO energy (spin up / spin down), the calculation gives -0.10579 / -0.18977 Eh.

Each line ends with the natural charge from an NBO analysis.
Atoms and positions in Å:
Fe  -0.29161  -0.04708  -0.69961  0.52
P  1.83678  -0.46252  -0.28204  1.06
C  2.14174  -1.18635  -1.92531  -0.42
C  1.03399  -1.41332  -2.74479  0.12
N  -0.22185  -1.01612  -2.24939  -0.56
C  -1.41851  -1.39287  -2.77928  0.27
C  -1.42877  -2.30304  -3.83724  -0.22
C  -0.21923  -2.67868  -4.41868  -0.15
C  0.97601  -2.13770  -3.96534  -0.17
C  -2.67090  -0.81753  -2.09907  -0.75
P  -2.22583  0.71899  -1.06744  1.14
H  1.93543  -2.37996  -4.43959  0.24
H  -2.37065  -2.68174  -4.18371  0.24
H  -0.21763  -3.39206  -5.24543  0.25
H  -3.45693  -0.52973  -2.82095  0.26
H  -3.09101  -1.54500  -1.37929  0.27
H  3.29091  1.44340  -3.16539  0.47
H  3.13171  -1.19282  -2.34287  0.23
H  0.99388  3.04025  -1.96908  0.47
O  2.94567  2.35988  -3.27390  -0.95
H  2.31968  2.36997  -4.07223  0.49
H  -0.05511  1.39454  -0.46097  -0.08
O  0.52798  3.73033  -1.45243  -0.94
H  1.29876  3.98882  -0.84300  0.48
C  -2.50143  2.03885  -2.28488  -0.96
H  -3.45371  1.89552  -2.81769  0.24
H  -2.48646  2.99938  -1.75811  0.27
H  -1.64929  2.07256  -2.97549  0.25
C  -3.50730  0.91763  0.16975  -0.98
H  -3.35785  1.87385  0.68365  0.27
H  -4.51790  0.89071  -0.24924  0.25
H  -3.45174  0.10837  0.90172  0.27
C  2.01091  -2.12287  0.48291  -0.93
H  3.09394  -2.29680  0.61210  0.24
H  1.49556  -2.18993  1.44497  0.27
H  1.56889  -2.81628  -0.26073  0.24
C  3.18256  0.54012  0.38653  -0.96
H  2.96633  0.90757  1.40443  0.29
H  4.09820  -0.05728  0.44963  0.25
H  3.40020  1.40051  -0.26335  0.26
C  -1.63350  0.88074  4.84797  -1.10
Si  -0.10511  0.00708  4.21453  1.60
C  1.47951  0.87791  4.70030  -1.10
C  -0.09591  -1.79823  4.71704  -1.10
C  -0.20956  0.06974  2.37717  -0.56
C  -0.33489  0.08723  1.13241  -0.44
H  -1.66798  0.88124  5.94366  0.24
H  -2.53107  0.36224  4.48272  0.24
H  -1.65300  1.92145  4.49656  0.24
H  1.55499  0.92853  5.79418  0.25
H  2.35839  0.33612  4.32368  0.23
H  1.49085  1.90234  4.30150  0.24
H  -0.92292  -2.31962  4.21219  0.24
H  0.85113  -2.28515  4.44310  0.24
H  -0.23636  -1.88319  5.80381  0.25

***

ORCA calculation (the ωB97M-V functional and the def2-TZVPD basis) on a molecular structure, C16H32HgO2P2 at a distorted geometry.

The total charge is 0. The multiplicity is 1. The calculation puts the molecular weight at 518.97 g/mol. For the energy, the calculation gives -43948.9046 eV. For the relative energy (zero: lowest compared OMol25 entry of this formula, charge and spin), the calculation gives 698.8 kJ/mol. The calculation puts the HOMO energy (spin up / spin down) at -2.752 / -2.750 eV. For the LUMO energy (spin up / spin down), the calculation gives 0.00807 / 0.00812 Eh.

Each line ends with the natural charge from an NBO analysis.
Atoms and positions in Å:
P  1.00312  -2.06512  1.84162  1.50
P  0.49897  2.14802  2.16357  1.82
C  1.04464  -0.53162  0.81529  -0.86
C  1.54959  0.85365  1.34787  -1.03
H  0.02975  -0.35061  0.41510  0.20
H  1.68166  -0.82071  -0.06542  0.25
H  2.46538  0.70678  1.98145  0.23
H  1.89787  1.40129  0.43321  0.24
C  -0.93046  2.70598  1.23683  -1.07
H  -1.44778  3.49716  1.82998  0.25
H  -1.63825  1.87444  1.03899  0.31
H  -0.61700  3.17901  0.28254  0.27
C  1.58407  3.55044  2.49020  -1.04
H  1.15362  4.45786  2.07192  0.26
H  2.57698  3.37519  2.10812  0.27
H  1.66975  3.65305  3.57760  0.27
C  -0.25800  -3.05647  0.99058  -1.01
H  -0.36314  -4.02045  1.50676  0.25
H  0.02983  -3.28420  -0.04196  0.26
H  -1.24856  -2.55187  0.98958  0.28
C  2.53201  -2.96698  1.71980  -1.05
H  3.39279  -2.28851  1.76049  0.27
H  2.57562  -3.51725  0.76409  0.26
H  2.59408  -3.68916  2.54475  0.26
Hg  -2.28708  -0.38719  -1.12466  0.33
C  -0.43560  1.22249  -2.28180  -0.31
C  -1.80638  1.24813  -2.50526  -0.43
C  -2.34899  0.69801  -3.81807  -0.45
C  -1.96522  -0.77343  -4.08593  -0.45
C  -1.51585  -1.52207  -2.83020  -0.45
C  -0.16974  -1.57156  -2.42267  -0.27
C  0.89167  -0.77693  -3.04822  -0.46
C  0.50106  0.70346  -3.29871  -0.45
C  0.38524  -1.72974  3.47154  -1.05
H  0.02987  1.71854  -1.41842  0.19
H  -2.36236  2.10597  -2.08232  0.23
H  -2.03377  1.30743  -4.66932  0.20
H  -3.45128  0.76012  -3.80705  0.22
H  -2.87420  -1.27311  -4.46509  0.22
H  -1.25178  -0.89417  -4.90787  0.21
H  -2.07933  -2.46673  -2.68436  0.23
H  0.16562  -2.35553  -1.77431  0.18
H  1.24808  -1.21752  -4.00043  0.19
H  1.78545  -0.79977  -2.41434  0.20
H  1.42344  1.30220  -3.31604  0.21
H  0.07864  0.78326  -4.31699  0.20
H  0.55897  -0.68812  3.76896  0.27
H  0.92275  -2.34786  4.20320  0.25
H  -0.70277  -1.88791  3.49909  0.26
O  -2.15213  1.38199  3.44007  -0.54
C  -1.20498  1.64959  4.16229  0.56
O  0.07461  1.76338  3.67265  -0.81
H  -1.20051  1.78712  5.25128  0.15

***

ORCA calculation (the ωB97M-V functional and the def2-TZVPD basis) on a molecular structure, C16H32ILuN2O4P2 at a distorted geometry.

The total charge is +2. The multiplicity is 1. The calculation puts the molecular weight at 680.26 g/mol. For the energy, the calculation gives -88566.2998 eV. For the relative energy (zero: lowest compared OMol25 entry of this formula, charge and spin), the calculation gives 5.2 kJ/mol. The calculation puts the HOMO energy (spin up / spin down) at -15.581 / -15.580 eV. For the LUMO energy (spin up / spin down), the calculation gives -0.39031 / -0.31382 Eh.

Each line ends with the natural charge from an NBO analysis.
Atoms and positions in Å:
C  -0.37702  -0.89953  -3.78567  -0.58
I  2.73050  -1.14501  0.74827  0.32
H  0.47122  -0.82071  -4.49671  0.22
H  -1.05712  -0.04911  -3.97799  0.20
H  -0.91996  -1.83585  -4.01200  0.20
Lu  0.29915  -0.85873  -0.96492  1.42
P  0.49405  1.71057  -2.04799  0.79
C  -1.02440  2.59514  -1.47182  -0.92
C  2.03161  2.24781  -1.20399  -0.94
H  2.32209  3.27429  -1.45008  0.27
H  0.96758  3.48437  -3.64156  0.27
H  2.84192  1.55746  -1.47109  0.24
H  1.56843  1.86969  -4.16068  0.25
H  -1.32987  2.23420  -0.49320  0.25
H  1.89879  2.16987  -0.11754  0.28
C  0.73523  2.41119  -3.69885  -0.93
H  -0.86655  3.68577  -1.40208  0.27
H  -0.17537  2.24419  -4.28455  0.25
H  -1.85194  2.37964  -2.16117  0.25
P  0.51380  -3.47779  -1.93149  0.76
C  -0.91385  -4.31098  -1.14371  -0.93
C  0.70057  -4.25840  -3.56075  -0.92
H  2.79622  -3.44916  -1.19857  0.23
H  2.19916  -5.14386  -1.23787  0.27
H  1.73749  -4.01682  0.09382  0.25
C  1.94507  -4.10797  -0.97970  -0.93
H  1.50445  -3.74096  -4.10051  0.26
H  0.95716  -5.32189  -3.45896  0.27
H  -0.77844  -5.40058  -1.13723  0.27
H  -1.82700  -4.05764  -1.69520  0.25
H  -0.22600  -4.14915  -4.13746  0.26
H  -1.03664  -3.93616  -0.11776  0.27
C  -2.11326  -0.89438  -1.65717  0.54
O  -3.25497  -0.73229  -1.67599  -0.38
C  -2.60174  2.14676  2.89556  -0.62
C  -1.24753  2.37241  3.52495  -0.38
C  -0.25379  1.22939  3.19918  -0.26
C  1.17941  1.34683  3.79523  -0.35
C  1.78176  2.72783  3.86424  -0.62
C  -0.81077  -0.15206  3.55872  0.70
O  -0.70883  -0.67334  4.65220  -0.48
N  -1.59580  -0.77999  2.56456  -0.63
C  -1.12071  -0.81949  1.31261  0.81
O  -1.32328  -1.76899  0.48362  -0.73
N  -0.38967  0.23912  0.89144  -0.86
C  -0.05648  1.29589  1.70099  0.74
O  0.43046  2.32708  1.21056  -0.60
H  -2.55446  2.27788  1.81160  0.19
H  -3.32852  2.86523  3.27213  0.25
H  -2.97796  1.14072  3.10271  0.20
H  -0.80424  3.29543  3.14069  0.24
H  -1.32819  2.49558  4.60699  0.24
H  1.19333  0.85819  4.77785  0.26
H  1.79729  0.71540  3.13053  0.17
H  1.14635  3.43756  4.39735  0.23
H  2.71722  2.64138  4.41505  0.23
H  2.00903  3.12363  2.87315  0.22
H  -2.11503  -1.59964  2.85025  0.45

***

ORCA calculation (the ωB97M-V functional and the def2-TZVPD basis) on a gas-phase ion, C16H32IN4 (charge +1) at a distorted geometry.

The total charge is +1. As for the structure (SMILES): CCCCCCCCCCCCCCCn1nnc(I)[nH+]1. The multiplicity is 1. The calculation puts the molecular weight at 407.36 g/mol. For the energy, the calculation gives -31162.5583 eV. For the relative energy (zero: lowest compared OMol25 entry of this formula, charge and spin), the calculation gives 0.0 kJ/mol. The calculation puts the HOMO energy at -11.620 eV. For the LUMO energy, the calculation gives -0.16178 Eh.

Each line ends with the natural charge from an NBO analysis.
Atoms and positions in Å:
C  -4.35910  5.81296  -4.42473  -0.62
C  -4.25752  4.50336  -5.24915  -0.39
C  -4.30861  3.20648  -4.40962  -0.40
C  -3.27229  3.14012  -3.24641  -0.40
C  -2.86746  1.64335  -3.05690  -0.39
C  -1.79542  1.42094  -1.94546  -0.40
C  -2.27373  0.46583  -0.78380  -0.40
C  -1.06405  -0.43723  -0.39131  -0.39
C  -1.09976  -0.92586  1.10435  -0.39
C  0.38429  -1.16153  1.53341  -0.39
C  0.53024  -1.74114  2.97153  -0.40
C  1.78601  -2.68824  3.03628  -0.39
C  2.89233  -2.09591  3.98958  -0.43
C  3.73644  -3.18788  4.72438  -0.41
C  5.21425  -3.33544  4.21260  -0.25
N  5.36669  -2.87078  2.82344  0.09
N  5.96861  -1.75358  2.65881  0.08
N  5.96474  -1.50944  1.35563  -0.25
C  5.33636  -2.51923  0.75367  0.19
I  4.93455  -2.73552  -1.29566  0.37
N  4.94571  -3.41914  1.70753  -0.33
H  -3.40916  6.12243  -3.95908  0.20
H  -4.61584  6.61941  -5.14090  0.21
H  -5.18559  5.79868  -3.69246  0.21
H  -3.39243  4.54744  -5.93645  0.20
H  -5.14663  4.48677  -5.91252  0.20
H  -4.06380  2.37120  -5.09873  0.20
H  -5.31991  3.00854  -4.01851  0.20
H  -3.78638  3.48693  -2.32647  0.20
H  -2.38977  3.78547  -3.38985  0.20
H  -2.41918  1.34301  -4.02466  0.20
H  -3.78363  1.04477  -2.91949  0.20
H  -0.95267  0.88502  -2.42108  0.19
H  -1.42038  2.38106  -1.55048  0.21
H  -2.67413  1.04473  0.06321  0.20
H  -3.05905  -0.17706  -1.21555  0.20
H  -0.14890  0.17683  -0.48964  0.19
H  -1.03624  -1.33381  -1.03181  0.20
H  -1.66945  -1.87273  1.10351  0.20
H  -1.62093  -0.21837  1.76924  0.20
H  0.78379  -1.87895  0.79031  0.18
H  0.89769  -0.18895  1.44167  0.20
H  0.64808  -0.92284  3.70022  0.21
H  -0.35576  -2.32759  3.26472  0.22
H  1.47232  -3.63327  3.51736  0.21
H  2.21238  -2.86400  2.03073  0.18
H  3.48710  -1.32873  3.46414  0.20
H  2.33418  -1.55594  4.77484  0.23
H  3.77838  -2.96037  5.79772  0.25
H  3.23903  -4.15647  4.54478  0.21
H  5.49700  -4.40053  4.29808  0.24
H  5.89858  -2.79831  4.88235  0.27
H  4.43902  -4.29647  1.61661  0.48

***

Question: The highest multiplicity belongs to which entry?
Answer: C16H32FeNO2P2Si

***

Question: Which value of molecular weight does entry 1 give?
Answer: 416.32 g/mol

***

Question: Look up the energy of the fourth one.
Answer: -31162.5583 eV

***

Question: Among the records above, which one has the lowest energy?
Answer: C16H32ILuN2O4P2